Molecular formula: C5H8O
Method: DFT, ωB97M-V/def2-TZVPD

Geometry as XYZ:
```
14
Properties=species:S:1:pos:R:3:forces:R:3:mulliken_charge:R:1
C -1.125 -0.652 -0.295 -0.099 -0.030 -0.079 -0.7798
H -1.539 -0.470 -1.291 0.139 -0.016 0.084 0.2858
O -0.909 1.830 -0.157 0.128 0.210 0.042 -0.5843
H -1.350 0.670 1.474 0.082 -0.039 -0.143 0.3102
C 0.326 -1.111 -0.170 0.012 -0.309 -0.021 -0.0440
C -0.778 0.609 0.541 -0.066 -0.222 0.199 0.1672
C 0.638 0.066 0.743 0.088 0.168 0.257 -0.5002
H 1.085 0.637 -1.395 -0.036 -0.169 0.093 0.2115
H -1.793 -1.315 0.264 0.055 0.111 -0.131 0.2585
H -0.041 2.246 -0.204 -0.105 -0.011 0.013 0.3413
H 1.189 0.067 1.678 -0.066 0.067 -0.171 0.3584
C 1.309 -0.064 -0.592 0.086 0.035 -0.164 -0.6359
H 0.636 -2.144 -0.050 -0.027 0.177 0.043 0.3426
H 2.351 -0.369 -0.544 -0.191 0.029 -0.022 0.2688
```
Forces are in eV/Å.

Output
Relative energy (zero: lowest compared OMol25 entry of this formula, charge and spin) in kcal per mole: 44.47
Molar mass in g/mol: 84.1
Strongest force on any atom in eV Å⁻¹: 0.319

Molecular formula: C5H8O
Method: DFT, ωB97M-V/def2-TZVPD

Geometry as XYZ:
```
14
Properties=species:S:1:pos:R:3:forces:R:3:mulliken_charge:R:1
H -0.928 -1.105 -2.088 -0.004 0.002 0.164 0.3108
C -2.203 0.388 -0.325 -0.102 0.280 0.021 -0.6373
C 0.508 -0.629 -0.611 0.375 0.337 0.210 -0.0885
H -2.788 0.575 -1.237 0.108 -0.070 0.072 0.2587
C -0.727 -1.316 -1.025 0.155 -0.132 -0.135 -0.5779
C 2.537 0.813 0.353 0.047 0.092 0.056 -1.2170
H 3.283 0.183 0.848 -0.130 0.087 -0.100 0.2903
O -1.829 -0.966 -0.217 -0.016 -0.081 0.042 -0.3309
H -2.820 0.621 0.546 0.039 -0.031 -0.136 0.2164
C 1.442 0.012 -0.197 -0.409 -0.288 -0.166 0.6583
H 2.136 1.513 1.097 0.124 -0.136 -0.152 0.2761
H -0.613 -2.399 -0.919 0.020 0.163 -0.033 0.2812
H 3.039 1.397 -0.427 -0.100 -0.130 0.126 0.2974
H -1.328 1.051 -0.323 -0.108 -0.096 0.031 0.2624
```
Forces are in eV/Å.

Output
Relative energy (zero: lowest compared OMol25 entry of this formula, charge and spin) in kcal per mole: 56.40
Molar mass in g/mol: 84.1
Strongest force on any atom in eV Å⁻¹: 0.546

Molecular formula: C5H8O
Method: DFT, ωB97M-V/def2-TZVPD

Geometry as XYZ:
```
14
Properties=species:S:1:pos:R:3:forces:R:3:mulliken_charge:R:1
O -1.621 0.960 1.002 0.020 0.162 0.126 -0.4020
C -0.048 0.088 -0.691 0.164 -0.009 0.164 -0.7075
H -1.772 -1.158 0.894 -0.095 0.172 -0.002 0.2552
C 2.333 -0.375 -0.034 0.075 -0.045 -0.035 -1.1053
C 1.018 0.344 0.062 -0.167 -0.048 -0.068 0.1060
H 2.193 -1.376 -0.454 0.070 0.159 -0.017 0.3132
H 3.072 0.152 -0.647 -0.111 0.021 0.081 0.2703
H 2.765 -0.490 0.965 -0.031 -0.006 -0.158 0.3153
C -1.404 0.604 -0.356 0.056 -0.029 -0.242 0.0993
C -2.222 -0.235 0.526 -0.234 -0.219 0.000 -0.4205
H -1.914 1.256 -1.067 0.098 -0.155 0.063 0.3699
H -3.308 -0.227 0.460 0.138 0.070 0.002 0.2759
H -0.001 -0.627 -1.514 0.023 0.084 0.120 0.2851
H 0.909 1.084 0.854 -0.005 -0.158 -0.035 0.3449
```
Forces are in eV/Å.

Output
Relative energy (zero: lowest compared OMol25 entry of this formula, charge and spin) in kcal per mole: 46.92
Molar mass in g/mol: 84.1
Strongest force on any atom in eV Å⁻¹: 0.320

Molecular formula: C5H8O
Method: DFT, ωB97M-V/def2-TZVPD

Geometry as XYZ:
```
14
Properties=species:S:1:pos:R:3:forces:R:3:mulliken_charge:R:1
C -1.600 0.457 -0.607 -0.060 0.183 0.007 -0.6278
H 2.507 1.117 -0.035 -0.123 -0.101 -0.005 0.2516
H -1.779 0.987 -1.538 0.028 -0.088 0.128 0.2356
C 1.809 0.278 -0.115 0.375 -0.011 0.149 -0.3771
H -1.478 -1.692 0.054 0.045 0.130 -0.101 0.2576
H -1.030 -1.410 -1.702 -0.033 0.087 0.142 0.2350
O 0.870 0.458 -1.190 0.014 0.028 -0.171 -0.4665
H -2.248 0.745 0.217 0.132 -0.046 -0.104 0.2419
H 0.527 1.108 1.488 0.019 -0.134 -0.095 0.2126
C 0.677 0.186 0.919 -0.019 0.015 0.116 -0.4250
H 0.689 -0.674 1.592 -0.028 0.120 -0.120 0.2795
C -0.193 0.087 -0.321 -0.320 -0.088 0.078 0.8072
C -1.148 -0.990 -0.707 0.016 -0.231 -0.032 -0.8491
H 2.369 -0.659 -0.234 -0.045 0.136 0.008 0.2243
```
Forces are in eV/Å.

Output
Relative energy (zero: lowest compared OMol25 entry of this formula, charge and spin) in kcal per mole: 49.42
Molar mass in g/mol: 84.1
Strongest force on any atom in eV Å⁻¹: 0.403

Molecular formula: C5H8O
Method: DFT, ωB97M-V/def2-TZVPD

Geometry as XYZ:
```
14
Properties=species:S:1:pos:R:3:forces:R:3:mulliken_charge:R:1
H -1.631 1.242 1.114 -0.034 -0.132 -0.107 0.2793
C 0.607 -0.767 0.756 -0.045 -0.066 0.169 -0.6257
H -2.502 -0.241 0.673 0.142 0.065 -0.048 0.2896
H 2.098 0.764 0.277 0.008 -0.168 -0.014 0.2358
H 0.721 -0.479 1.803 -0.222 0.072 -0.137 0.3013
O -0.380 -0.741 -1.366 0.007 -0.135 -0.102 -0.4902
H -2.253 1.032 -0.539 0.118 -0.116 0.133 0.3279
C 0.504 0.342 -1.084 0.171 0.337 -0.055 -0.3118
C 1.654 -0.123 -0.188 0.169 -0.047 -0.034 -0.5226
H 0.472 1.181 -1.773 0.067 -0.139 0.106 0.4063
H 0.544 -1.856 0.673 0.001 0.138 0.119 0.2356
C -0.490 -0.096 -0.098 -0.193 0.093 0.246 0.7712
H 2.452 -0.772 -0.560 -0.183 0.130 -0.254 0.2846
C -1.795 0.514 0.311 -0.006 -0.033 -0.023 -1.1815
```
Forces are in eV/Å.

Output
Relative energy (zero: lowest compared OMol25 entry of this formula, charge and spin) in kcal per mole: 46.76
Molar mass in g/mol: 84.1
Strongest force on any atom in eV Å⁻¹: 0.382

Molecular formula: C5H8O
Method: DFT, ωB97M-V/def2-TZVPD

Geometry as XYZ:
```
14
Properties=species:S:1:pos:R:3:forces:R:3:mulliken_charge:R:1
H -1.139 -0.177 1.329 2.062 -1.184 2.428 0.4761
H -0.965 2.058 -0.880 -0.123 0.030 -0.336 0.3855
H 0.861 1.904 0.851 -0.082 0.095 0.494 0.3205
C 0.747 1.101 0.140 0.374 -2.666 2.048 -0.6666
H 1.670 1.013 -0.395 0.548 0.097 -0.733 0.2909
C 0.563 -0.525 0.822 2.377 2.781 -1.962 -0.4355
H -1.781 -0.310 -1.595 -0.053 0.061 0.245 0.3872
O -0.287 -0.556 1.862 -4.139 1.456 -0.906 -0.5534
C -0.019 -1.181 -0.421 -0.261 -0.239 0.325 -0.4736
H -0.541 -2.098 -0.154 -0.049 -0.151 -0.008 0.2661
C -0.459 1.131 -0.658 -1.535 -1.061 -0.583 -0.1593
C -0.945 -0.106 -0.934 0.579 1.125 -0.694 -0.5769
H 0.758 -1.438 -1.138 0.132 0.056 -0.183 0.2897
H 1.547 -0.821 1.164 0.171 -0.399 -0.135 0.4492
```
Forces are in eV/Å.

Output
Relative energy (zero: lowest compared OMol25 entry of this formula, charge and spin) in kcal per mole: 40.60
Molar mass in g/mol: 84.1
Strongest force on any atom in eV Å⁻¹: 4.480